1.
Density functional theory data (wB97M-V/def2-TZVPD) for C21H40P2Pt as an isolated structure.

```
64
Properties=species:S:1:pos:R:3:nbo_charge:R:1
P 1.83342 1.25743 0.38869 1.02
P 0.48078 1.33930 -2.86895 1.64
C 2.78167 1.55793 -1.41836 -0.72
C 1.97760 2.23954 -2.51028 -0.77
H 3.13214 0.57066 -1.75881 0.20
H 3.65502 2.17923 -1.17525 0.22
H 1.72693 3.28975 -2.29319 0.26
H 2.55217 2.25285 -3.45081 0.25
C 0.71725 0.09692 -4.16375 -1.00
H -0.05460 -0.68090 -4.09855 0.28
H 1.70146 -0.38227 -4.10579 0.26
H 0.62840 0.56364 -5.15606 0.24
C -0.75292 2.45421 -3.56045 -0.97
H -0.53815 2.60043 -4.62604 0.25
H -0.70467 3.42348 -3.05156 0.26
H -1.75800 2.02920 -3.45920 0.27
C 3.39054 0.57258 1.08427 -0.98
H 3.28667 0.37605 2.15662 0.26
H 4.17537 1.32135 0.92752 0.22
H 3.66568 -0.35170 0.57110 0.22
C 2.09874 3.13407 0.73310 -1.00
H 1.70570 3.64308 -0.16020 0.21
H 3.18179 3.26484 0.84178 0.22
H 1.60630 3.65482 1.61410 0.23
Pt 0.95721 1.94119 2.42682 0.38
C -1.79961 -2.38666 -2.09132 -0.19
C -0.56658 -2.77043 -2.47064 -0.20
C 0.83485 -2.51522 -1.98286 -0.45
C 1.30403 -1.62462 -0.80739 -0.46
C 0.58845 -0.34334 -0.56854 -0.39
C -0.29639 0.46105 -1.51705 -0.63
C -1.80234 0.06562 -1.41451 -0.37
C -2.00258 -1.39888 -1.01505 -0.46
C 1.49855 2.00271 4.36762 -0.95
H -2.68969 -2.87293 -2.51405 0.21
H -0.53445 -3.48829 -3.31317 0.20
H 1.37141 -2.13618 -2.87304 0.20
H 1.25523 -3.50233 -1.73743 0.23
H 1.30876 -2.16456 0.17096 0.23
H 2.38541 -1.42842 -0.98285 0.19
H 0.06472 -0.34059 0.42525 0.29
H -0.34341 1.46512 -0.99650 0.25
H -2.37051 0.34867 -2.31474 0.20
H -2.20584 0.64998 -0.57186 0.24
H -1.31120 -1.66135 -0.20661 0.24
H -3.00996 -1.49521 -0.60056 0.22
H 0.73644 2.22149 5.12687 0.21
H 2.37318 2.64729 4.46805 0.18
H 1.79309 0.95012 4.46812 0.20
C -3.72604 -1.10999 2.37465 -0.58
C -2.35284 -1.35315 2.98789 -0.17
C -2.54021 -1.38388 4.50062 -0.58
C -1.94108 -2.75883 2.54530 -0.58
C -1.37753 -0.28396 2.60233 -0.11
C -0.50938 0.60555 2.43157 -0.44
H -4.39746 -1.89984 2.73038 0.20
H -3.69938 -1.13744 1.28198 0.20
H -4.12517 -0.14286 2.67830 0.21
H -3.28081 -2.15787 4.71823 0.19
H -1.60620 -1.61274 5.02102 0.21
H -2.90412 -0.42559 4.86887 0.21
H -1.84833 -2.84814 1.45928 0.20
H -0.99432 -3.06702 2.99440 0.21
H -2.72517 -3.45498 2.86972 0.20
```

Properties
<S²> = 2.012
HOMO-LUMO gap (alpha / beta) = 4.1 / 6.6 eV
lowest unoccupied orbital energy (alpha / beta) = 0.129 / -0.179 eV
HOMO level (alpha / beta) = -0.148 / -0.248 Ha
ΔE to the lowest compared entry with this formula, charge and spin = 95.7 kcal/mol
multiplicity = 3

=====

2.
Density functional theory data (wB97M-V/def2-TZVPD) for a 8-piece molecular cluster, H16O8 overall.

```
24
Properties=species:S:1:pos:R:3:nbo_charge:R:1
O -1.55802 -1.67653 0.81950 -0.99
H -1.12010 -1.87654 -0.08845 0.51
H -2.28926 -1.07544 0.60200 0.49
O 0.71983 -2.24441 -0.88174 -0.98
H 1.48119 -1.68269 -0.49153 0.51
H 0.79826 -2.01748 -1.86069 0.45
O 0.39828 -0.23735 1.98007 -1.00
H -0.13574 -0.91740 1.60236 0.51
H 0.07233 -0.08881 2.95972 0.50
O 2.62212 -0.82689 0.52169 -0.99
H 2.00285 -0.74943 1.24215 0.50
H 2.59048 0.08261 0.02636 0.51
O -0.88612 -0.03161 -1.53694 -0.98
H -0.07236 -0.55695 -1.60389 0.49
H -0.60517 0.77521 -2.11393 0.49
O -0.29795 2.09689 0.78968 -0.95
H -0.07684 1.21370 1.03630 0.49
H -0.89203 1.70570 0.10339 0.47
O -2.94628 0.74739 -0.00276 -0.95
H -2.13481 0.39010 -0.36361 0.48
H -3.52437 0.60342 -0.77931 0.47
O 2.09965 1.73884 -0.70920 -1.00
H 1.34961 2.03211 -0.15809 0.50
H 2.40445 2.59553 -1.09307 0.48
```

Properties
HOMO-LUMO gap = 11.3 eV
lowest unoccupied orbital energy = 0.010 eV
structure (SMILES) = O.O.O.O.O.O.O.O
HOMO level = -0.416 Ha
ΔE to the lowest compared entry with this formula, charge and spin = 46.6 kcal/mol

=====

3.
Density functional theory data (wB97M-V/def2-TZVPD) for a 14-piece molecular cluster, C18H64N12O14 overall.

```
108
Properties=species:S:1:pos:R:3:lowdin_charge:R:1
C -0.38735 1.22381 -4.63953 -0.07
C -1.66735 0.94281 -5.44153 -0.33
O -1.92635 -0.40119 -5.43253 -0.09
H 0.40265 0.60281 -5.01253 0.06
H -0.55835 0.99381 -3.54953 0.07
H 0.01465 2.24581 -4.67153 0.08
H -1.45635 1.27881 -6.43453 0.11
H -2.47235 1.40681 -4.88653 0.11
H -2.84735 -0.66619 -5.58853 0.11
C -0.62735 -0.67819 5.01447 -0.08
C 0.56465 -1.46619 4.81147 -0.32
O 1.29065 -1.05219 3.71647 -0.06
H -1.11235 -1.12519 5.82847 0.08
H -1.36535 -0.83419 4.26747 0.06
H -0.49535 0.36581 5.08647 0.07
H 0.33565 -2.53319 4.59547 0.13
H 1.12665 -1.45619 5.72447 0.12
H 2.05265 -0.56919 3.87947 0.08
C 0.51065 3.95881 -2.06353 -0.03
C 1.32865 2.65081 -1.86753 -0.40
O 1.77565 2.30281 -3.04453 -0.08
H 1.07965 4.72581 -2.65953 0.10
H 0.42965 4.39581 -1.03053 0.09
H -0.39235 3.65681 -2.47453 0.01
H 0.66665 1.83481 -1.59653 0.08
H 2.13665 2.62481 -1.06153 0.12
H 2.10265 1.40181 -2.96853 0.06
C 2.89165 4.86681 1.97947 -0.10
C 3.59165 3.94781 1.02347 -0.33
O 3.57765 2.57281 1.40947 -0.09
H 2.94865 5.89581 1.63747 0.07
H 3.42965 4.75981 2.91047 0.07
H 1.81865 4.68281 2.21947 0.07
H 4.66265 4.26481 1.06647 0.12
H 3.33365 4.18181 0.00947 0.08
H 2.68565 2.19581 1.33547 0.04
C 5.01465 -1.29419 0.53247 -0.60
O 3.67565 -0.97219 0.80247 -0.14
N 5.98265 -0.77219 1.15747 0.16
N 5.45265 -2.03319 -0.47853 0.12
H 5.77465 -0.00319 1.86547 0.17
H 6.92165 -0.95619 0.83147 0.12
H 4.64965 -2.36719 -1.09953 0.06
H 6.46765 -2.35619 -0.60853 0.15
C -0.35235 -0.43719 0.49847 -0.57
O -1.53435 -0.25519 1.17047 -0.09
N 0.80165 -0.52519 1.12147 0.13
N -0.20835 -0.60719 -0.75953 0.13
H 0.85565 -0.76419 2.15047 0.10
H 1.71865 -0.38319 0.74647 0.08
H -1.16435 -0.69819 -1.27453 0.11
H 0.72465 -0.50319 -1.24253 0.07
C 0.93565 -3.92319 -0.24353 -0.70
O 0.86365 -5.29119 -0.13353 -0.08
N 1.83665 -3.19919 0.30847 0.17
N 0.09965 -3.26919 -0.90353 0.16
H 2.43665 -3.61519 0.94047 0.12
H 1.53965 -2.26719 0.64547 0.10
H -0.45435 -3.93319 -1.54053 0.19
H -0.10635 -2.24619 -0.99053 0.07
C -3.31735 -1.05419 -1.80753 -0.53
O -4.39735 -0.14719 -1.89953 -0.09
N -2.23935 -1.19519 -2.56653 0.12
N -3.24335 -1.94519 -0.89153 0.20
H -2.18635 -0.54319 -3.33453 0.07
H -2.06435 -2.13719 -2.97653 0.16
H -3.92035 -1.89119 -0.04353 0.11
H -2.50135 -2.60719 -0.88853 0.08
C 2.76065 -1.72619 -2.67053 -0.58
O 1.97365 -0.76219 -2.16453 -0.07
N 3.30465 -2.72019 -1.99153 0.12
N 3.07165 -1.80519 -3.92453 0.17
H 2.72265 -2.88319 -1.06853 0.10
H 3.67465 -3.54519 -2.42053 0.13
H 3.01165 -0.86619 -4.44953 0.17
H 3.59165 -2.59919 -4.33253 0.14
C -3.69635 1.91681 1.88847 -0.62
O -4.36435 3.10181 2.17647 -0.17
N -3.88335 1.31181 0.75047 0.19
N -2.88135 1.37681 2.77047 0.14
H -4.13835 1.88381 -0.05853 0.05
H -3.44635 0.47581 0.51547 0.04
H -2.70035 2.10281 3.49147 0.12
H -2.15235 0.67581 2.54947 0.06
C -2.85035 2.85881 -1.75153 -0.10
O -4.24935 2.39481 -1.60253 -0.15
H -2.10135 2.05781 -1.57653 0.06
H -2.66735 3.51681 -0.91453 0.08
H -2.66635 3.34081 -2.75553 0.09
H -4.38335 1.54881 -1.99753 -0.01
C -1.52835 -3.90619 2.26347 -0.20
O -1.83335 -4.06219 0.95347 -0.11
H -0.92635 -4.70719 2.66047 0.08
H -2.23635 -3.56719 3.00547 0.07
H -0.78235 -3.08919 2.33047 0.07
H -1.14235 -3.63419 0.39147 0.02
C 0.43665 2.38981 2.93947 -0.20
O 0.64465 2.08081 1.66747 -0.11
H 1.21765 3.01781 3.30347 0.06
H 0.31765 1.44181 3.58947 0.09
H -0.58135 2.74781 3.01947 0.07
H 0.61565 1.12781 1.50947 0.01
C -4.67135 -1.88419 2.00747 -0.17
O -5.35335 -1.76319 0.80947 -0.14
H -3.63335 -1.84219 1.72347 0.04
H -4.90335 -2.84119 2.56947 0.10
H -5.01635 -1.09119 2.68547 0.10
H -6.06535 -1.07919 0.92747 0.14
```

Properties
HOMO-LUMO gap = 7.1 eV
lowest unoccupied orbital energy = -0.432 eV
HOMO level = -0.277 Ha
ΔE to the lowest compared entry with this formula, charge and spin = 250.1 kcal/mol

=====

4.
Density functional theory data (wB97M-V/def2-TZVPD) for C2HClN2O as an isolated structure.

```
7
Properties=species:S:1:pos:R:3:nbo_charge:R:1
C 1.88589 -0.42203 -0.37739 0.18
C 1.04046 0.47556 0.17162 0.05
N 2.58304 -1.24062 -0.83721 -0.24
N 0.91429 1.59864 0.50998 0.26
O 0.56468 2.61595 1.04136 -0.34
Cl -0.34967 -1.13165 1.24050 -0.16
H 0.53112 -1.38853 2.00990 0.25
```

Properties
HOMO-LUMO gap = 10.0 eV
lowest unoccupied orbital energy = -0.058 eV
HOMO level = -0.369 Ha
ΔE to the lowest compared entry with this formula, charge and spin = 95.4 kcal/mol

=====

5.
Density functional theory data (wB97M-V/def2-TZVPD) for C10H15NSi in the gas phase.

```
27
Properties=species:S:1:pos:R:3:nbo_charge:R:1
C 1.07689 3.07421 0.09386 -0.35
C 1.29631 2.07945 -0.78122 -0.68
Si 0.62081 0.38558 -0.86494 1.56
C -1.29343 0.09048 -0.51249 -0.45
C -2.24247 -0.16892 -1.55598 -0.19
C -3.55486 -0.58121 -1.24600 -0.22
C -3.94238 -0.61437 0.03705 -0.22
C -3.05700 -0.33249 1.09782 -0.21
C -1.72848 0.00881 0.79419 -0.21
N 1.56623 -0.40991 0.33399 -0.87
C 2.99842 -0.15281 0.33984 -0.42
C 1.15559 -1.78290 0.64578 -0.41
H 1.83176 3.81882 0.44274 0.21
H 0.16320 2.89386 0.55800 0.19
H 2.18424 2.04335 -1.54237 0.21
H 0.84721 0.12381 -2.29157 -0.22
H -1.98524 -0.16847 -2.67676 0.22
H -4.18062 -0.82674 -2.13864 0.22
H -4.94349 -0.85920 0.27038 0.21
H -3.48527 -0.35130 2.12614 0.22
H -1.01122 0.16524 1.59927 0.21
H 3.26290 0.88708 0.10794 0.23
H 3.37865 -0.65915 1.27553 0.20
H 3.60806 -0.67293 -0.49669 0.16
H 0.51221 -2.15455 -0.25217 0.20
H 2.10257 -2.27502 0.91254 0.20
H 0.51178 -1.74830 1.59031 0.20
```

Properties
HOMO-LUMO gap = 9.5 eV
lowest unoccupied orbital energy = 0.869 eV
structure (SMILES) = C=C[Si@H](c1ccccc1)N(C)C
HOMO level = -0.317 Ha
ΔE to the lowest compared entry with this formula, charge and spin = 32.7 kcal/mol

=====

6.
Density functional theory data (wB97M-V/def2-TZVPD) for an isolated ion of composition C5H12NO and charge +1.

```
19
Properties=species:S:1:pos:R:3:nbo_charge:R:1
N 2.94145 -0.91891 0.17694 -0.71
C 1.77688 -0.47468 1.10690 -0.12
C 0.49041 -0.37274 0.59333 -0.08
C -0.31849 0.79612 0.96517 -0.47
C -1.24643 1.24175 -0.09408 -0.42
C -2.24443 0.23604 -0.67182 -0.08
O -1.55747 -0.41070 -1.71558 -0.76
H 3.29602 -0.00940 -0.17838 0.45
H 3.78073 -1.22876 0.74972 0.45
H 2.76262 -1.57882 -0.56430 0.45
H 2.22184 0.02658 2.05961 0.24
H 0.07074 -1.20517 0.04599 0.25
H -0.93918 0.46548 1.78351 0.25
H 0.32421 1.62604 1.17098 0.23
H -1.86194 2.16787 0.12780 0.24
H -0.71005 1.49621 -1.02685 0.23
H -2.49660 -0.58829 0.00394 0.16
H -3.23921 0.86367 -0.67283 0.20
H -2.08714 -0.87634 -2.41019 0.50
```

Properties
HOMO-LUMO gap = 9.3 eV
lowest unoccupied orbital energy = -4.020 eV
structure (SMILES) = [NH3+]/C=C/CCCO
HOMO level = -0.490 Ha
ΔE to the lowest compared entry with this formula, charge and spin = 70.1 kcal/mol
net charge = +1

=====

7.
Density functional theory data (wB97M-V/def2-TZVPD) for C6H11NS in the gas phase.

```
19
Properties=species:S:1:pos:R:3:nbo_charge:R:1
C -0.42304 1.96418 -0.66881 -0.61
C -0.16413 0.97829 0.49078 -0.24
C -1.19480 -0.17104 0.59876 -0.21
N -0.84883 -1.33533 -0.26539 -0.65
C 0.56313 -1.84323 -0.28393 -0.22
C 1.39955 -0.59318 -0.50822 -0.34
S 2.92707 0.20174 0.09592 0.13
C 1.14454 0.21705 0.68429 -0.26
H -1.43179 2.35664 -0.56932 0.21
H -0.40563 1.42330 -1.66075 0.21
H 0.28975 2.81117 -0.73613 0.22
H -0.35125 1.62048 1.34450 0.21
H -2.14593 0.22932 0.19478 0.21
H -1.35331 -0.46605 1.67022 0.17
H -1.53827 -2.04584 -0.17296 0.37
H 0.60539 -2.55441 -1.09271 0.20
H 0.83153 -2.33448 0.67050 0.17
H 1.06523 -0.14385 -1.42634 0.22
H 1.03079 -0.31476 1.63482 0.21
```

Properties
HOMO-LUMO gap = 9.8 eV
lowest unoccupied orbital energy = 0.988 eV
structure (SMILES) = C[C@H]1CNC[C@@H]2S[C@H]21
HOMO level = -0.326 Ha
ΔE to the lowest compared entry with this formula, charge and spin = 42.7 kcal/mol

=====

8.
Density functional theory data (wB97M-V/def2-TZVPD) for a 2-piece molecular cluster, C2H8NS2 overall.

```
13
Properties=species:S:1:pos:R:3:nbo_charge:R:1
C -0.01161 1.28498 -1.14345 -0.43
C 0.12942 -0.48228 0.63443 -0.36
N -0.21897 -0.09102 -0.82626 -0.59
S 1.86017 -0.52502 0.79994 0.10
S -0.86981 -1.91089 1.16617 0.05
H 0.99335 1.50475 -1.13895 0.23
H -0.17061 1.48820 -2.26548 0.25
H -0.59775 1.83086 -0.50713 0.24
H -0.91925 0.73595 1.50679 0.16
H -1.28451 -0.23484 -0.83438 0.47
H 0.44299 -0.76158 -1.29249 0.46
H 2.09148 -1.59297 1.65725 0.21
H -1.44491 -1.24614 2.24358 0.19
```

Properties
HOMO-LUMO gap = 8.9 eV
lowest unoccupied orbital energy = -5.034 eV
HOMO level = -0.510 Ha
ΔE to the lowest compared entry with this formula, charge and spin = 98.2 kcal/mol
net charge = +1

=====

| no. | F_max (eV/Å) | E (eV) |
| --- | --- | --- |
| 1 | 3.5 | -44240.8129 |
| 2 | 4.2 | -16639.9887 |
| 3 | 11.0 | -66244.4563 |
| 4 | 4.0 | -19635.7772 |
| 5 | 3.6 | -19979.0304 |
| 6 | 3.8 | -8907.5912 |
| 7 | 2.0 | -18723.6446 |
| 8 | 4.4 | -25353.2785 |